{"formula": "C39H64O39", "method": "ωB97M-V/def2-TZVPD", "symbols": ["C", "C", "O", "C", "O", "O", "H", "H", "H", "H", "C", "C", "O", "C", "O", "O", "H", "H", "H", "H", "C", "C", "O", "C", "O", "O", "H", "H", "H", "H", "C", "C", "O", "C", "O", "O", "H", "H", "H", "H", "C", "C", "O", "C", "O", "O", "H", "H", "H", "H", "C", "C", "O", "C", "O", "O", "H", "H", "H", "H", "C", "C", "O", "C", "O", "O", "H", "H", "H", "H", "C", "O", "C", "O", "O", "C", "H", "H", "H", "H", "H", "H", "C", "O", "C", "O", "O", "C", "H", "H", "H", "H", "H", "H", "C", "O", "C", "O", "O", "C", "H", "H", "H", "H", "H", "H", "C", "O", "C", "O", "O", "C", "H", "H", "H", "H", "H", "H", "C", "O", "C", "O", "O", "C", "H", "H", "H", "H", "H", "H", "C", "O", "C", "O", "O", "C", "H", "H", "H", "H", "H", "H"], "coordinates": [[-0.3150, -6.2029, -3.1348], [-0.5463, -6.5645, -1.7358], [-0.0010, -5.4794, -1.0595], [0.5794, -4.5680, -1.8198], [1.2049, -3.6007, -1.4344], [0.4090, -4.9902, -3.1204], [-1.3426, -6.0624, -3.4702], [0.1472, -7.0029, -3.7132], [-0.0200, -7.5049, -1.5726], [-1.5925, -6.7390, -1.4844], [-2.8533, 4.1676, 3.4765], [-1.3798, 4.4832, 3.1708], [-1.3583, 4.3788, 1.7981], [-2.4051, 3.7643, 1.3163], [-2.5726, 3.3814, 0.1896], [-3.3144, 3.5790, 2.2834], [-3.3781, 5.0909, 3.7220], [-2.8752, 3.5777, 4.3928], [-0.6255, 3.8460, 3.6325], [-1.1607, 5.5243, 3.4077], [-2.7334, -2.9457, -2.3448], [-3.2875, -4.3065, -2.1116], [-3.4197, -4.9867, -3.3704], [-3.4370, -4.0722, -4.2764], [-3.7058, -4.2815, -5.4194], [-3.2475, -2.8690, -3.6771], [-1.6517, -2.9705, -2.2133], [-3.2563, -2.3822, -1.5720], [-4.2742, -4.1737, -1.6679], [-2.5996, -4.7201, -1.3741], [-4.8765, 1.9606, -3.8189], [-4.7195, 1.5524, -2.3646], [-3.5075, 0.8400, -2.3374], [-2.7721, 1.2470, -3.3684], [-1.5769, 0.9866, -3.5954], [-3.5552, 2.1093, -4.1860], [-5.6238, 2.7535, -3.7884], [-5.2733, 1.2611, -4.5546], [-5.5814, 1.1343, -1.8446], [-4.5326, 2.4958, -1.8517], [-0.5526, -0.2954, -0.2760], [0.9085, -0.6754, -0.1030], [1.4452, 0.4865, 0.6006], [0.3811, 1.2145, 1.1435], [0.5556, 2.0809, 1.9666], [-0.7604, 0.7417, 0.7258], [-1.1226, -1.1834, -0.0029], [-0.8434, -0.0031, -1.2850], [1.1755, -0.7669, -1.1559], [1.0358, -1.6500, 0.3682], [4.0752, -0.3456, 2.3409], [5.6177, -0.2566, 2.1504], [5.9468, -1.4610, 1.4726], [4.8150, -2.0121, 1.1457], [4.8279, -3.0113, 0.4524], [3.7520, -1.3063, 1.3523], [3.7758, 0.6455, 1.9999], [3.6421, -0.4423, 3.3365], [6.1965, -0.2388, 3.0739], [5.8535, 0.5646, 1.4736], [3.0760, 4.6806, -0.5948], [1.9457, 4.9438, 0.4047], [2.2459, 6.2494, 0.8068], [3.5702, 6.5232, 0.6550], [4.2655, 7.3363, 1.3304], [4.0850, 5.6171, -0.2755], [2.8094, 4.8768, -1.6333], [3.4511, 3.6577, -0.5629], [1.9826, 4.0690, 1.0539], [0.9978, 4.7790, -0.1077], [-1.2066, -2.6121, -7.8087], [-0.6509, -2.8615, -6.5321], [0.4540, -2.1728, -6.2659], [1.0916, -1.5239, -7.1037], [0.8137, -2.3918, -4.9947], [2.1911, -2.0489, -4.7446], [-0.8461, -3.4320, -8.4300], [-1.0587, -1.5960, -8.1745], [-2.2881, -2.7156, -7.7208], [2.3071, -2.1256, -3.6635], [2.4650, -1.0218, -4.9858], [2.9930, -2.5947, -5.2419], [3.9266, 0.9399, -1.4067], [2.8438, 1.5146, -1.9406], [2.6813, 1.4889, -3.2731], [3.5800, 1.2394, -4.0745], [1.4387, 1.8971, -3.5961], [0.9109, 1.8618, -4.9226], [4.9102, 1.0569, -1.8616], [3.7680, -0.0952, -1.1041], [4.0578, 1.4800, -0.4691], [-0.0376, 2.3745, -4.7627], [0.6775, 0.8483, -5.2487], [1.4003, 2.4171, -5.7228], [6.4102, 3.5732, 0.9752], [5.1707, 3.2870, 1.5804], [4.8293, 3.8783, 2.7382], [5.4277, 4.7964, 3.3409], [3.6077, 3.3407, 3.0281], [3.0887, 3.6181, 4.3002], [6.6521, 2.6376, 0.4710], [7.1108, 3.8130, 1.7750], [6.2342, 4.3360, 0.2167], [2.6462, 4.6124, 4.2401], [3.6437, 3.6591, 5.2375], [2.2083, 2.9885, 4.4295], [0.8765, -5.0354, 2.3691], [-0.3365, -4.2814, 2.1920], [-0.3357, -2.9354, 2.5857], [0.6167, -2.2765, 2.9097], [-1.4937, -2.3332, 2.4756], [-2.7682, -3.0040, 2.2430], [0.7293, -6.1153, 2.3569], [1.3880, -4.8363, 3.3108], [1.4819, -4.8055, 1.4923], [-2.6557, -3.7442, 1.4507], [-3.5313, -2.3507, 1.8200], [-3.1189, -3.6719, 3.0298], [1.8236, 1.6233, 8.7789], [0.9965, 1.3039, 7.6766], [0.0803, 2.1701, 7.2078], [-0.3876, 3.1203, 7.8574], [-0.4871, 1.7658, 6.0499], [0.0543, 0.7178, 5.2336], [2.5702, 2.3458, 8.4491], [2.3646, 0.7485, 9.1396], [1.3020, 2.1526, 9.5763], [-0.1890, -0.1417, 5.8582], [1.0980, 0.6230, 4.9339], [-0.5461, 0.5227, 4.3451], [-4.4671, 0.2899, 0.8233], [-5.6835, 0.0308, 0.2421], [-5.9918, -1.1914, -0.1690], [-5.3347, -2.2641, -0.0617], [-7.2970, -1.0875, -0.6308], [-8.2529, -2.2250, -0.4827], [-4.8237, 0.4906, 1.8336], [-4.0750, 1.2255, 0.4246], [-3.6267, -0.4041, 0.8320], [-8.7705, -2.3718, -1.4307], [-9.0637, -1.9329, 0.1847], [-7.7214, -3.1189, -0.1564]], "forces_ev_per_a": [[-1.779, -0.041, -1.822], [0.512, -1.690, 0.633], [-0.125, 0.431, 3.172], [1.271, 0.338, -1.235], [-1.574, -1.603, -0.847], [0.661, 1.028, 0.279], [0.378, 0.489, -1.220], [0.342, 0.482, -0.091], [0.254, 0.152, 0.966], [0.055, 0.355, 0.150], [1.126, 0.789, 1.506], [-0.386, 1.005, 1.282], [1.655, 0.357, -2.114], [-0.810, -1.019, -0.991], [0.199, 0.401, 0.375], [-0.855, -0.532, 0.653], [-0.324, -0.023, -0.432], [-0.538, -0.725, -0.480], [-0.212, -0.269, -0.120], [0.160, -0.077, 0.216], [-1.049, -1.958, -0.592], [-0.165, -0.889, 2.315], [0.925, -1.917, 2.993], [-0.686, 1.494, -1.338], [0.368, 0.677, 0.037], [0.669, 2.828, -1.536], [0.104, 0.726, -0.765], [0.227, 1.078, -0.707], [-0.105, -0.490, -0.089], [-0.361, -1.278, -0.269], [-1.980, -1.549, 0.636], [-1.053, 1.426, -0.047], [0.632, -1.100, 0.062], [2.863, 0.752, -1.798], [-4.483, 0.692, 0.961], [2.871, -0.081, 0.456], [0.964, 1.053, -0.563], [-0.444, -0.640, 0.483], [0.415, -0.793, -0.352], [0.123, 0.144, 0.279], [-0.396, -0.774, 1.084], [-0.815, 0.926, -1.067], [-0.860, -0.332, -0.058], [2.365, -0.654, 0.698], [-0.334, -0.521, -0.894], [-1.291, -0.395, -0.900], [-0.545, 0.306, 0.160], [0.104, 0.636, 0.238], [1.407, 0.228, 0.270], [0.440, 0.548, 0.529], [1.095, 2.623, -0.663], [0.012, 0.034, 0.901], [0.873, 1.002, 1.521], [0.917, -4.130, -4.583], [-0.607, 0.336, 1.041], [-1.927, 0.830, 1.694], [-0.793, -0.166, -0.051], [0.213, -0.965, -0.104], [-0.056, 0.362, -0.083], [0.142, 0.132, 0.299], [-0.310, -0.331, -1.367], [0.690, -2.144, -2.371], [0.023, 1.046, 1.458], [3.013, 1.002, 2.151], [-3.467, -3.335, -3.508], [0.173, 1.513, 1.759], [-0.296, -0.002, -0.058], [0.179, 0.179, 0.280], [0.127, 0.950, 1.552], [-0.238, 1.041, 0.126], [-1.062, -0.483, -0.411], [0.019, 0.808, 0.991], [1.443, 0.432, -1.683], [-1.191, -0.988, 1.867], [0.784, 0.121, -0.910], [0.641, 1.114, 1.178], [0.066, 0.545, -0.574], [0.655, -0.306, -0.051], [0.020, -0.275, 0.275], [-0.031, -0.347, -0.081], [-0.694, 0.224, -0.191], [-0.718, -0.833, -0.256], [2.965, -0.812, 2.910], [-3.143, 1.173, -2.281], [1.181, 0.356, -2.477], [-1.658, 0.023, 1.385], [1.189, -0.310, 1.195], [-1.111, 0.310, -0.230], [-0.399, -0.032, -0.958], [-0.088, -0.222, -0.402], [0.037, -0.100, 0.431], [-0.011, -0.236, -0.215], [0.316, -0.027, 0.125], [0.881, -0.130, 0.490], [0.064, -0.158, -0.103], [-1.092, -0.152, 1.118], [0.578, 2.375, 0.572], [-1.827, -3.424, -1.699], [2.213, -0.290, 0.302], [-2.456, 1.580, 0.617], [0.418, 0.120, 0.013], [0.290, 0.293, -0.507], [0.452, 0.276, 0.276], [0.026, 0.321, 0.093], [1.050, -0.613, -0.639], [0.283, -0.420, -0.093], [0.720, 0.351, -0.539], [-0.803, 1.453, 1.238], [1.305, -1.487, -0.681], [0.195, -0.861, 0.083], [-2.490, 0.048, -0.019], [0.643, -1.573, -1.309], [-0.923, 0.180, -0.120], [-0.072, 0.517, -0.159], [0.451, 0.066, 0.326], [0.453, 0.051, -0.357], [0.365, 0.516, 0.755], [0.146, 0.824, 0.722], [0.528, 1.447, 0.341], [-0.165, -0.454, -1.152], [-1.869, 1.079, 2.156], [1.616, -2.153, -2.006], [1.017, 1.657, -0.347], [-0.925, -2.403, 0.977], [0.187, -0.030, -0.153], [-0.534, -0.153, -0.241], [-0.377, -0.432, 0.008], [0.566, -0.606, -0.250], [0.138, 1.057, 0.476], [-0.191, 0.988, 0.020], [1.511, 1.774, 2.071], [-1.196, -1.923, -2.415], [-1.065, -2.954, 0.543], [-1.743, 3.649, -0.441], [0.641, -0.982, 0.547], [0.797, 0.708, -0.418], [1.047, 0.114, 0.500], [-0.071, 0.027, -0.085], [-0.655, -0.625, -0.429], [0.588, -0.066, -0.226], [0.511, 0.181, 0.452], [-0.124, 0.134, -0.048]], "charge": 0, "largest_force_ev_per_a": 6.24, "homo_lumo_gap_ev": 10.520, "e_above_lowest_ev": 2.2743}